ORCA calculation (wB97M-V/def2-TZVPD) on C27H75Br6O28P7 as an isolated structure in a non-equilibrium geometry.

Geometry (Å):
Br  4.12386  6.26445  6.54686
C  3.15086  5.92800  4.88909
C  2.03940  4.92393  4.97321
Br  0.55965  5.78099  6.00446
H  3.87934  5.67757  4.11797
H  2.73505  6.84712  4.47821
H  2.17839  3.98974  5.51190
H  1.84667  4.59794  3.94876
Br  -1.96115  0.93709  6.74421
C  -2.74799  -0.74629  6.18404
C  -4.27411  -0.60859  6.14041
Br  -4.83602  -2.32046  5.33019
H  -2.42619  -1.53331  6.86500
H  -2.24246  -1.02676  5.26283
H  -4.51207  0.21025  5.46943
H  -4.67047  -0.45648  7.13721
Br  0.93633  -4.24743  0.92900
C  2.22695  -3.68052  2.31446
C  2.95958  -4.92850  2.82000
Br  4.00771  -4.48645  4.43939
H  1.57888  -3.28797  3.09044
H  2.93214  -2.94329  1.95030
H  3.56559  -5.27607  1.98444
H  2.28368  -5.74470  3.05586
C  0.38368  2.01284  3.76820
O  0.07938  1.52020  2.49863
P  0.18952  0.01100  2.03979
O  1.50098  -0.57884  2.24773
O  -1.00085  -0.82566  2.71658
C  -1.55492  -1.91036  1.92268
O  -0.31886  0.05194  0.51852
C  0.01907  1.14097  -0.31539
H  1.19546  1.43598  4.24144
H  -0.36895  2.00049  4.55191
H  0.89112  2.97615  3.70399
H  -2.53051  -1.48248  1.69760
H  -1.62771  -2.80863  2.52901
H  -0.92575  -2.13247  1.06738
H  -0.73765  1.92170  -0.40935
H  0.36701  0.81268  -1.29690
H  0.88866  1.72065  0.02423
C  0.26618  1.50376  -3.50173
O  1.28597  2.49285  -3.36565
P  2.39198  2.63191  -4.51664
O  3.55725  3.48012  -4.17566
O  1.60596  2.96005  -5.84470
C  1.78608  4.23865  -6.49258
O  2.87437  1.13518  -4.78268
C  3.93299  0.49995  -4.08025
H  -0.70241  1.94293  -3.74620
H  0.18405  1.05211  -2.51276
H  0.45682  0.67201  -4.17856
H  1.13856  4.89863  -5.91406
H  1.41739  4.30948  -7.51478
H  2.83595  4.51807  -6.51311
H  3.71722  -0.23045  -3.30313
H  4.53798  1.25347  -3.56761
H  4.56357  0.07931  -4.86065
C  -5.54321  -3.41924  0.82979
O  -4.42131  -3.18441  -0.01264
P  -4.65990  -2.99446  -1.61110
O  -4.84895  -4.27344  -2.28302
O  -3.37530  -2.13914  -2.01471
C  -3.20800  -0.81331  -1.45906
O  -5.88877  -1.92054  -1.75516
C  -7.06601  -2.38893  -2.41980
H  -6.12347  -2.57299  1.19946
H  -5.13611  -4.02450  1.63890
H  -6.27599  -4.05465  0.31907
H  -2.92071  -0.10672  -2.23143
H  -2.41271  -0.88700  -0.71843
H  -4.10795  -0.53798  -0.91236
H  -7.90606  -2.54879  -1.74504
H  -6.91761  -3.38775  -2.84079
H  -7.27793  -1.75795  -3.27922
C  3.82953  3.23952  -0.91989
O  4.89061  3.48041  -0.00252
P  4.59182  3.65981  1.55456
O  3.39746  4.46542  1.87572
O  4.49125  2.20469  2.19128
C  3.35649  1.36936  1.91164
O  6.02739  4.07632  2.11369
C  6.53056  5.38067  1.89282
H  3.67265  4.12991  -1.53003
H  2.83790  3.14160  -0.46871
H  3.97100  2.38829  -1.57894
H  2.59414  1.97279  1.42090
H  2.90876  0.99702  2.83575
H  3.73282  0.47777  1.41262
H  5.85570  6.04996  1.35586
H  7.46167  5.32968  1.32518
H  6.76905  5.81629  2.86494
C  4.47371  -0.73260  -2.11221
O  3.53389  -1.71376  -2.60053
P  2.23702  -1.30552  -3.43087
O  1.68213  0.02436  -3.09183
O  2.64276  -1.53429  -4.93230
C  3.31570  -0.60820  -5.77383
O  1.27382  -2.49893  -3.05442
C  -0.04063  -2.32395  -2.58279
H  4.00868  0.21046  -1.83994
H  5.18882  -0.64833  -2.93165
H  4.99100  -1.17627  -1.26626
H  3.02055  -0.92159  -6.77056
H  4.40104  -0.57652  -5.64432
H  3.02220  0.41687  -5.52626
H  -0.66886  -3.16260  -2.88084
H  -0.69540  -1.52118  -2.94867
H  0.02802  -2.10391  -1.51604
C  -1.12183  -9.35615  0.23908
O  -1.11522  -7.94973  0.31048
P  -2.40717  -7.08685  0.72774
O  -3.49294  -7.88094  1.33060
O  -1.80696  -5.86506  1.56107
C  -2.36058  -5.62193  2.85149
O  -2.86759  -6.31533  -0.60398
C  -1.87842  -5.81756  -1.45967
H  -0.20905  -9.76093  0.68493
H  -1.04082  -9.72758  -0.78559
H  -1.98002  -9.79087  0.74880
H  -1.61252  -5.83965  3.61816
H  -3.21055  -6.25470  3.10523
H  -2.64255  -4.58013  2.98988
H  -1.55205  -6.40736  -2.32340
H  -0.93401  -5.60719  -0.94152
H  -2.08041  -4.85870  -1.94545
C  -0.42127  4.34009  -0.98925
O  -1.56031  3.52891  -0.62256
P  -3.00021  4.29947  -0.72639
O  -3.00601  5.45641  -1.62577
O  -4.02535  3.12771  -1.13062
C  -4.28341  2.94654  -2.54876
O  -3.35944  4.57663  0.81294
C  -2.99028  5.86369  1.37893
H  -0.03030  3.76804  -1.84530
H  0.39015  4.15819  -0.28660
H  -0.50053  5.30361  -1.48439
H  -4.92358  3.79409  -2.79536
H  -4.78627  1.98468  -2.56659
H  -3.42110  2.98672  -3.21335
H  -3.81022  6.33363  1.91653
H  -2.59723  6.56689  0.64858
H  -2.23845  5.51916  2.09109

## Properties
* gap between HOMO and LUMO: 9.31 eV
* HOMO energy: -8.98 eV
* total energy: -21014.1774 a.u.

ORCA calculation (wB97M-V/def2-TZVPD) on C5H10N2O as an isolated structure in a non-equilibrium geometry.

Geometry (Å):
C  -1.51349  -0.79573  -3.32141
C  -0.70740  -0.10249  -1.16751
C  0.26544  -0.02560  -0.05390
C  1.60740  -0.34576  -0.57197
C  -0.01791  0.47473  1.19963
H  -2.20477  -1.86416  -2.93366
H  -0.97409  -0.45713  -4.35444
H  -2.14096  0.49713  -2.92621
H  -1.72398  0.79469  -1.43087
H  1.04728  -0.28956  -1.83655
H  1.97385  -1.50063  -0.26614
H  2.44826  0.31479  -0.53689
H  -1.07505  0.66616  1.75086
H  1.19241  -0.52485  2.57127
H  0.18417  1.78155  3.65241
N  -0.45248  -0.77484  -2.15357
N  0.85068  0.54353  2.37007
O  0.08516  0.87128  3.53571

## Properties
* gap between HOMO and LUMO: 9.36 eV
* HOMO energy: -8.63 eV
* total energy: -380.9109 a.u.

- Which formula does entry 2 have?
  C5H10N2O